(1)
Computed, not measured: 18 unconnected molecules or ions with the total composition C68H185F3N16O19, with ωB97M-V/def2-TZVPD.

Calculated values
E_tot   -5306.381104 Ha
Orbital gap   8.3 eV
LUMO   0.0154 Ha
HOMO   -7.92 eV

Geometry as XYZ:
```
291
C68H185F3N16O19, DFT ωB97M-V/def2-TZVPD
O 3.50 -0.45 -0.29
H 3.98 -0.86 -1.02
H 2.64 -0.16 -0.62
H 4.01 0.32 -0.05
C 0.05 0.27 -1.04
O 0.19 -0.10 0.33
O 1.32 0.72 -1.45
C -0.73 -0.81 -1.92
F -1.07 -0.40 -3.21
F -0.10 -2.03 -2.06
F -1.95 -1.10 -1.46
C 0.16 1.04 1.29
C 0.92 0.66 2.55
H 1.14 1.55 3.14
H 0.40 0.01 3.26
H 1.81 0.13 2.22
H -0.88 1.30 1.49
H 0.60 1.98 0.97
H -0.75 1.01 -1.14
C -0.03 -6.88 0.19
C -0.09 -6.06 -1.01
C -0.60 -6.71 -2.31
O 0.40 -7.64 -2.79
C 0.76 -7.56 -4.14
N -0.72 -4.80 -0.55
H -1.00 -7.20 0.57
H 0.21 -6.24 1.03
H 0.59 -7.76 0.00
H 0.96 -5.84 -1.22
H -0.80 -5.93 -3.04
H -1.55 -7.21 -2.10
H 1.42 -6.69 -4.16
H -0.13 -7.34 -4.74
H 1.26 -8.42 -4.59
H -0.72 -3.95 -1.10
H -0.12 -4.51 0.20
C -4.47 -1.09 5.02
C -4.08 -1.41 3.54
C -5.12 -1.90 2.50
O -4.43 -2.25 1.34
C -5.28 -2.56 0.26
N -3.34 -0.36 2.96
H -3.55 -0.92 5.58
H -5.09 -1.82 5.53
H -5.00 -0.14 5.10
H -3.41 -2.27 3.61
H -5.84 -1.09 2.36
H -5.76 -2.64 2.97
H -5.82 -1.63 0.09
H -6.08 -3.25 0.55
H -4.72 -3.01 -0.56
H -3.23 -0.63 1.99
H -2.41 -0.31 3.35
C -3.00 2.35 -8.45
C -3.95 2.62 -7.27
C -4.36 1.43 -6.33
O -5.11 0.55 -7.19
C -5.74 -0.58 -6.50
N -3.31 3.56 -6.44
H -2.59 3.23 -8.95
H -3.53 1.65 -9.10
H -2.21 1.80 -7.93
H -4.91 2.99 -7.60
H -4.83 1.70 -5.39
H -3.39 1.02 -6.03
H -6.33 -0.47 -5.59
H -4.92 -1.27 -6.33
H -6.30 -1.12 -7.26
H -3.42 4.46 -6.89
H -2.33 3.32 -6.52
C 2.87 -3.62 -1.80
C 3.19 -3.01 -3.17
C 2.04 -3.02 -4.17
O 2.53 -2.55 -5.43
C 1.64 -2.14 -6.41
N 3.56 -1.57 -3.01
H 1.87 -3.56 -1.36
H 3.67 -3.35 -1.11
H 3.06 -4.69 -1.85
H 4.12 -3.45 -3.51
H 1.23 -2.38 -3.82
H 1.53 -3.97 -4.31
H 1.06 -3.01 -6.70
H 1.99 -1.77 -7.37
H 0.95 -1.39 -6.02
H 4.56 -1.59 -3.18
H 3.30 -1.13 -3.88
C 0.08 1.75 -5.23
C 0.76 3.03 -4.76
C 0.10 4.21 -5.46
O 0.02 3.97 -6.88
C 1.15 4.33 -7.65
N 0.53 3.05 -3.30
H 0.10 1.64 -6.32
H -1.00 1.81 -5.10
H 0.46 0.82 -4.82
H 1.82 2.97 -5.01
H 0.41 5.23 -5.21
H -0.91 4.27 -5.06
H 2.11 3.96 -7.30
H 1.18 5.41 -7.77
H 1.16 4.04 -8.70
H 0.95 2.26 -2.82
H -0.46 3.04 -3.15
C 6.29 2.70 -2.70
C 5.67 1.41 -2.10
C 6.73 0.24 -1.95
O 6.11 -1.01 -1.63
C 6.73 -2.26 -2.00
N 5.11 1.88 -0.88
H 6.38 2.32 -3.72
H 7.01 3.28 -2.12
H 5.47 3.40 -2.85
H 4.86 0.99 -2.70
H 7.44 0.51 -1.17
H 7.39 0.14 -2.81
H 7.63 -2.47 -1.43
H 6.97 -2.20 -3.06
H 6.01 -3.06 -1.82
H 5.77 2.47 -0.40
H 4.39 2.55 -1.13
C -0.50 -1.40 6.73
C 0.13 -1.47 8.10
C 1.75 -1.63 8.05
O 2.17 -2.75 7.26
C 1.71 -4.01 7.73
N -0.15 -0.34 8.96
H -0.82 -0.38 6.48
H -1.44 -1.96 6.70
H 0.07 -1.90 5.94
H -0.12 -2.41 8.60
H 2.13 -1.68 9.07
H 2.04 -0.70 7.57
H 2.17 -4.77 7.08
H 0.63 -4.13 7.75
H 2.24 -4.23 8.66
H 0.29 -0.47 9.86
H -1.12 -0.14 9.19
C -4.93 6.81 -2.39
C -4.20 6.11 -3.55
C -2.66 5.86 -3.27
O -2.15 7.10 -2.75
C -0.78 7.23 -3.31
N -4.84 4.87 -3.84
H -4.70 7.86 -2.23
H -4.73 6.23 -1.49
H -6.01 6.87 -2.53
H -4.35 6.74 -4.42
H -2.24 5.40 -4.16
H -2.53 5.07 -2.53
H -0.30 6.31 -2.95
H -0.23 8.08 -2.91
H -0.84 7.19 -4.40
H -4.96 4.23 -3.07
H -4.40 4.47 -4.66
C -5.42 3.62 0.67
C -4.52 2.36 0.75
C -3.42 2.38 -0.49
O -4.14 2.41 -1.73
C -4.82 1.14 -2.04
N -3.77 2.67 1.91
H -6.11 3.42 -0.15
H -5.01 4.63 0.65
H -6.08 3.45 1.53
H -4.93 1.37 0.94
H -2.76 1.53 -0.33
H -2.73 3.21 -0.37
H -5.08 1.07 -3.10
H -5.56 0.93 -1.27
H -4.10 0.32 -2.08
H -4.45 3.05 2.54
H -3.68 1.67 2.08
C 3.61 3.94 3.01
C 4.07 3.89 4.55
C 3.83 2.57 5.26
O 4.68 1.50 4.96
C 4.25 0.24 5.43
N 5.45 4.27 4.50
H 4.31 3.26 2.51
H 3.64 4.93 2.57
H 2.61 3.51 3.01
H 3.53 4.70 5.04
H 2.80 2.34 4.98
H 3.71 2.72 6.34
H 3.23 -0.04 5.16
H 4.25 0.16 6.52
H 4.88 -0.63 5.21
H 5.85 3.62 5.16
H 5.83 3.75 3.73
C 3.76 5.38 -0.19
C 2.48 4.56 -0.31
C 1.20 5.39 -0.61
O 0.93 6.18 0.52
C -0.31 6.90 0.54
N 2.77 3.64 -1.48
H 3.48 6.18 0.49
H 3.95 5.80 -1.17
H 4.63 4.87 0.25
H 2.22 3.99 0.58
H 0.31 4.79 -0.78
H 1.35 6.14 -1.39
H -0.31 7.62 -0.28
H -0.39 7.50 1.45
H -1.23 6.44 0.20
H 2.25 2.78 -1.38
H 2.23 4.10 -2.20
C 0.74 6.01 4.12
C -0.16 4.74 4.12
C -1.30 4.91 5.04
O -0.91 4.81 6.46
C -1.12 3.49 7.00
N -0.39 4.26 2.72
H 1.54 5.97 3.39
H 1.08 6.23 5.13
H 0.13 6.83 3.72
H 0.42 3.96 4.62
H -1.94 4.06 4.77
H -1.89 5.82 4.93
H -1.58 3.52 7.99
H -0.27 2.81 7.00
H -1.87 2.83 6.57
H -1.28 4.28 2.24
H 0.22 4.57 1.98
C -2.69 -6.52 -7.04
C -2.73 -5.07 -6.65
C -4.11 -4.86 -5.91
O -5.25 -5.10 -6.78
C -6.33 -5.85 -6.17
N -1.74 -4.75 -5.69
H -2.83 -7.16 -6.17
H -1.82 -6.90 -7.57
H -3.65 -6.61 -7.55
H -2.71 -4.39 -7.50
H -4.28 -3.85 -5.52
H -4.14 -5.62 -5.13
H -6.56 -5.41 -5.20
H -6.18 -6.92 -6.10
H -7.22 -5.84 -6.80
H -1.96 -3.98 -5.09
H -1.55 -5.52 -5.06
C -5.30 -4.79 5.74
C -5.69 -6.10 4.90
C -4.53 -6.62 3.93
O -4.43 -5.56 2.88
C -3.34 -5.92 1.97
N -6.02 -7.09 5.86
H -5.13 -3.96 5.05
H -4.57 -4.92 6.53
H -6.17 -4.47 6.31
H -6.54 -5.91 4.24
H -4.90 -7.50 3.40
H -3.61 -6.96 4.41
H -3.08 -5.09 1.31
H -3.54 -6.77 1.31
H -2.48 -6.15 2.59
H -6.03 -8.01 5.43
H -7.01 -6.94 6.04
C -0.36 -3.38 3.12
C 1.12 -3.24 2.78
C 2.06 -3.26 3.99
O 3.38 -3.21 3.56
C 4.34 -3.55 4.55
N 1.56 -4.33 1.84
H -0.73 -2.44 3.55
H -0.53 -4.04 3.97
H -1.05 -3.62 2.31
H 1.11 -2.30 2.23
H 1.77 -4.08 4.65
H 1.93 -2.47 4.73
H 4.28 -2.97 5.47
H 5.31 -3.46 4.07
H 4.24 -4.62 4.74
H 2.54 -4.11 1.92
H 1.42 -5.24 2.25
C 6.90 -0.99 1.66
C 6.35 0.02 2.61
C 7.32 1.13 2.90
O 7.32 2.24 2.02
C 8.25 3.26 2.41
N 5.11 0.65 2.08
H 6.18 -1.67 1.20
H 7.62 -1.57 2.22
H 7.44 -0.62 0.79
H 6.07 -0.45 3.55
H 8.30 0.66 2.80
H 7.28 1.34 3.97
H 8.04 4.02 1.65
H 9.30 3.00 2.30
H 8.02 3.75 3.36
H 5.61 1.38 1.59
H 4.81 1.18 2.88
```

(2)
Computed, not measured: a molecular structure, C7H9O4PPt, with ωB97M-V/def2-TZVPD.

Calculated values
E_tot   -1032.994061 Ha
Net charge   +2
Orbital gap (spin up / spin down)   7.2 / 6.2 eV
Spin multiplicity   3
LUMO (spin up / spin down)   -0.3345 / -0.4879 Ha
HOMO (spin up / spin down)   -16.31 / -19.46 eV

Geometry as XYZ:
```
22
C7H9O4PPt, DFT ωB97M-V/def2-TZVPD
Pt 1.14 -1.04 -0.85
O -0.21 -3.89 1.59
C 0.21 -3.14 0.85
C 0.10 -0.85 -2.43
O -0.35 -0.61 -3.48
C 2.63 0.05 -0.21
O 3.59 0.65 -0.06
C 2.16 -2.58 -1.53
O 2.83 -3.19 -2.22
C -0.18 2.21 1.35
P -0.20 0.70 0.29
C -1.16 -0.35 1.46
C -1.32 1.38 -0.97
H 0.34 2.10 2.31
H -1.21 2.50 1.59
H 0.28 3.09 0.86
H -1.96 0.22 1.99
H -1.62 -1.25 1.01
H -0.43 -0.67 2.22
H -2.07 2.09 -0.57
H -0.67 1.94 -1.65
H -1.87 0.63 -1.57
```

(3)
Computed, not measured: a molecular structure, C23H64ClNNbO19P2S7, with ωB97M-V/def2-TZVPD.

Calculated values
E_tot   -6386.088940 Ha
Net charge   -1
Orbital gap   5.9 eV
LUMO   0.0573 Ha
HOMO   -4.37 eV

Geometry as XYZ:
```
118
C23H64ClNNbO19P2S7, DFT ωB97M-V/def2-TZVPD
C 4.09 0.09 5.22
C 3.00 -0.47 6.11
P 1.45 -1.07 5.28
C 2.02 -2.07 3.84
Nb -0.09 0.87 4.56
S 1.56 1.57 2.88
C 0.49 2.21 6.32
C 1.60 3.12 6.12
O 2.71 3.06 6.57
Cl 1.19 4.51 5.06
P -1.95 -0.07 6.10
N -3.43 0.45 5.76
H 4.97 0.28 5.83
H 4.38 -0.58 4.42
H 3.80 1.04 4.79
H 3.40 -1.31 6.68
H 2.68 0.27 6.84
H 3.11 -2.13 3.84
H 1.71 -1.60 2.91
H 1.64 -3.08 3.90
H -0.84 -0.29 3.36
H -1.16 2.18 3.84
H 2.27 0.50 2.50
H -0.42 2.78 6.52
H 0.69 1.61 7.20
H -1.89 -1.48 6.20
H -1.62 0.29 7.44
H -3.40 1.00 4.92
O 2.98 1.69 -2.38
S 2.77 3.06 -2.72
O 3.83 4.00 -2.54
O 1.45 3.58 -2.05
C 1.27 3.43 -0.61
C 2.08 4.42 0.21
C 2.21 3.16 -4.39
H 1.49 2.40 -0.33
H 0.21 3.58 -0.46
H 3.15 4.24 0.14
H 1.78 4.31 1.25
H 1.88 5.44 -0.11
H 1.39 2.45 -4.53
H 3.05 2.90 -5.02
H 1.89 4.18 -4.59
O -2.61 0.32 0.49
S -2.23 0.81 -0.79
O -1.40 1.97 -0.89
O -3.54 1.02 -1.66
C -4.61 1.80 -1.07
C -4.32 3.29 -1.04
C -1.52 -0.48 -1.74
H -4.81 1.41 -0.07
H -5.47 1.58 -1.69
H -3.49 3.52 -0.38
H -5.20 3.82 -0.69
H -4.06 3.64 -2.04
H -2.17 -1.35 -1.69
H -0.55 -0.70 -1.31
H -1.40 -0.14 -2.77
O -6.32 -0.64 -0.30
S -6.73 -1.94 0.12
O -7.81 -2.07 1.04
O -5.48 -2.75 0.61
C -4.59 -2.11 1.58
C -5.12 -2.01 2.98
C -7.07 -2.92 -1.31
H -4.32 -1.13 1.19
H -3.69 -2.73 1.55
H -5.98 -1.33 3.05
H -4.33 -1.60 3.61
H -5.44 -2.97 3.39
H -6.24 -2.82 -2.00
H -7.99 -2.53 -1.75
H -7.20 -3.95 -1.00
O -1.26 0.34 -5.85
S -1.20 1.52 -6.66
O -1.82 1.53 -7.95
O 0.32 1.97 -6.80
C 1.27 0.98 -7.26
C 1.17 0.71 -8.75
C -1.76 2.90 -5.74
H 1.14 0.06 -6.68
H 2.24 1.40 -7.01
H 0.22 0.24 -9.01
H 1.98 0.05 -9.05
H 1.24 1.64 -9.31
H -1.27 2.91 -4.77
H -2.84 2.78 -5.62
H -1.54 3.81 -6.30
O 7.07 -1.72 5.07
S 8.09 -0.83 5.53
O 8.08 0.54 5.14
O 9.50 -1.47 5.18
C 9.72 -1.84 3.80
C 9.97 -0.66 2.89
C 8.22 -0.94 7.28
H 8.87 -2.44 3.45
H 10.59 -2.49 3.83
H 9.09 -0.03 2.80
H 10.24 -1.01 1.90
H 10.78 -0.04 3.28
H 8.25 -1.99 7.57
H 7.33 -0.46 7.68
H 9.11 -0.42 7.60
O -4.46 -5.21 -3.70
S -4.56 -4.92 -5.10
O -3.68 -5.58 -6.02
O -4.48 -3.36 -5.30
C -3.35 -2.65 -4.71
C -2.06 -2.84 -5.47
C -6.22 -5.13 -5.64
H -3.26 -2.95 -3.67
H -3.66 -1.61 -4.73
H -1.71 -3.87 -5.42
H -1.29 -2.20 -5.05
H -2.19 -2.59 -6.52
H -6.88 -4.61 -4.95
H -6.41 -6.20 -5.63
H -6.31 -4.74 -6.65
```

(4)
Computed, not measured: a molecular structure, C15H28N3O8PSZn, with ωB97M-V/def2-TZVPD.

Calculated values
E_tot   -3872.957483 Ha
Net charge   +2
Orbital gap   9.2 eV
LUMO   -0.1998 Ha
HOMO   -14.66 eV

Geometry as XYZ:
```
57
C15H28N3O8PSZn, DFT ωB97M-V/def2-TZVPD
Zn 10.06 7.34 13.21
C 9.91 8.67 16.84
O 9.76 7.63 15.86
C 8.76 6.63 16.26
C 9.24 5.28 15.76
O 9.76 5.33 14.39
C 11.14 4.74 14.39
C 12.24 5.77 14.61
O 12.04 6.81 13.66
C 13.11 7.74 13.38
H 9.66 8.30 17.85
H 9.29 9.56 16.57
H 10.95 9.04 16.78
H 7.81 6.92 15.80
H 8.71 6.63 17.34
H 8.39 4.57 15.76
H 10.02 4.88 16.40
H 11.26 4.26 13.41
H 11.20 3.95 15.19
H 13.19 5.27 14.47
H 12.15 6.12 15.65
H 14.05 7.24 13.71
H 12.98 8.67 13.96
H 13.17 7.95 12.30
O 8.00 8.81 10.99
C 9.42 8.88 10.55
N 10.40 8.10 11.31
S 10.96 6.85 10.39
O 12.35 7.00 9.97
O 10.58 5.59 11.08
C 9.97 7.11 8.98
C 10.16 6.55 7.73
C 9.59 7.22 6.66
C 8.72 8.34 6.84
C 8.62 8.92 8.12
C 9.39 8.36 9.14
H 10.52 5.52 7.65
H 9.81 6.92 5.64
H 8.22 8.67 5.95
H 8.05 9.86 8.26
N 4.70 7.98 11.97
C 6.06 7.35 12.08
P 7.30 8.66 12.38
O 6.49 9.89 12.68
O 8.29 8.20 13.48
C 9.77 10.36 10.64
N 9.84 10.76 12.09
H 3.92 7.45 12.38
H 4.42 8.12 10.99
H 4.73 8.92 12.42
H 6.20 6.76 11.13
H 5.96 6.67 12.96
H 8.94 10.91 10.20
H 10.73 10.62 10.15
H 10.62 10.30 12.60
H 8.92 10.57 12.51
H 9.93 11.81 12.12
```

(5)
Computed, not measured: a molecular structure, C5H6O, with ωB97M-V/def2-TZVPD.

Calculated values
E_tot   -269.216060 Ha
Orbital gap   10.5 eV
LUMO   0.0386 Ha
HOMO   -9.47 eV

Geometry as XYZ:
```
12
C5H6O, DFT ωB97M-V/def2-TZVPD
C 2.84 -0.16 -0.19
C 1.69 0.19 -0.26
C 0.25 0.41 -0.36
C -0.77 -0.78 0.16
C -1.63 0.43 0.40
O -0.34 1.43 0.38
H 3.86 -0.48 -0.11
H -0.05 0.48 -1.41
H -1.03 -1.48 -0.64
H -0.48 -1.32 1.08
H -2.02 0.64 1.38
H -2.32 0.64 -0.42
```

For each record above, in turn, the calculated strongest force on any atom values are 5.113; 7.801; 1.274; 2.555; 3.150 eV/Å.